No. 1
64
Properties=species:S:1:pos:R:3:forces:R:3:nbo_charge:R:1 method="wB97M-V/def2-TZVPD" fmax_ev_per_a=0.65 charge=0 multiplicity=5 relative_energy_kj_mol=18.6 homo_energy_ha="-0.2712 / -0.2958" orbital_gap_ev="7.32 / 6.73"
Ir -0.299 -0.138 -0.271 -0.5 0.4 0.1 1.47
O -0.319 -1.706 2.619 0.0 0.1 0.0 -1.07
As 0.745 -0.297 2.973 0.0 -0.2 0.4 1.75
O 2.304 -1.221 3.086 0.0 0.1 -0.1 -0.83
O 0.723 0.345 1.382 0.1 0.0 -0.1 -1.19
C 2.569 -2.423 2.492 0.0 0.0 0.0 0.23
C 2.550 -3.573 3.269 0.0 0.0 0.0 -0.25
C 2.883 -4.807 2.729 0.0 0.0 0.0 -0.22
C 3.259 -4.892 1.398 0.0 0.0 0.0 -0.22
C 3.297 -3.746 0.617 0.0 0.0 0.0 -0.27
C 2.943 -2.516 1.149 0.0 0.1 0.1 0.31
S 2.329 -1.394 -1.151 0.0 0.3 0.0 1.76
O 1.123 -2.224 -1.014 0.0 -0.1 0.1 -0.99
O 2.975 -1.354 0.418 0.0 -0.1 -0.1 -0.73
O 1.869 0.056 -1.197 -0.1 -0.1 0.1 -1.05
H -0.124 -2.451 3.202 0.0 0.0 0.0 0.49
H 2.283 -3.474 4.315 0.0 0.0 0.0 0.22
H 2.860 -5.693 3.348 0.0 0.0 0.0 0.21
H 3.529 -5.845 0.965 0.0 0.0 0.0 0.21
H 3.596 -3.802 -0.421 0.0 0.0 0.0 0.22
C 0.832 0.610 -4.317 0.0 0.0 0.0 -0.65
C -0.280 -0.329 -3.970 -0.1 0.1 0.1 0.26
C -0.833 -1.186 -4.913 0.0 0.0 0.0 -0.29
C -1.879 -2.007 -4.528 -0.1 0.0 0.0 -0.13
C -2.357 -1.965 -3.234 -0.3 0.0 0.2 -0.30
C -1.766 -1.074 -2.337 0.4 0.1 -0.3 0.39
N -0.755 -0.277 -2.727 0.1 -0.2 -0.1 -0.51
N -1.992 -0.945 -0.982 0.0 -0.2 -0.1 -1.03
Si -3.388 -1.491 -0.049 0.0 0.0 -0.1 1.80
C -3.246 -3.320 0.269 0.0 0.0 0.0 -1.13
C -4.944 -1.074 -0.993 0.0 0.0 0.0 -1.13
C -3.360 -0.538 1.544 0.0 0.0 0.0 -1.15
H 0.422 1.604 -4.506 0.0 0.0 0.0 0.23
H 1.359 0.278 -5.211 0.0 0.0 0.0 0.21
H 1.528 0.686 -3.487 0.0 0.0 0.1 0.25
H -0.442 -1.209 -5.921 0.0 0.0 0.0 0.22
H -2.317 -2.698 -5.238 0.0 0.0 0.0 0.22
H -3.150 -2.625 -2.912 0.0 0.0 0.0 0.22
H -3.322 -3.906 -0.648 0.0 0.0 0.0 0.24
H -4.028 -3.661 0.952 0.0 0.0 0.0 0.24
H -2.276 -3.529 0.724 0.0 0.0 0.0 0.25
H -5.035 -1.600 -1.944 0.0 0.0 0.0 0.24
H -4.991 -0.002 -1.195 0.0 0.0 0.0 0.25
H -5.812 -1.337 -0.383 0.0 0.0 0.0 0.24
H -2.505 -0.828 2.156 0.0 0.0 0.0 0.26
H -4.269 -0.747 2.115 0.0 0.0 0.0 0.24
H -3.316 0.538 1.364 0.0 0.0 0.0 0.25
C 3.761 2.648 0.092 0.0 0.0 -0.1 -0.67
C 2.471 3.351 0.338 0.1 0.1 0.0 0.33
C 2.338 4.562 0.962 0.0 0.0 0.0 -0.35
C 1.040 5.058 1.156 -0.1 0.0 0.0 0.33
N -0.041 4.392 0.783 0.0 0.1 -0.1 -0.48
C 0.094 3.205 0.180 0.0 -0.1 0.1 0.30
S -1.281 2.292 -0.234 0.3 -0.1 -0.1 -0.15
N 1.350 2.730 -0.072 0.0 -0.1 0.1 -0.54
C 0.808 6.370 1.835 0.0 0.0 0.0 -0.65
H 4.595 3.262 0.418 0.0 0.0 0.0 0.23
H 3.871 2.420 -0.969 0.0 0.0 0.0 0.25
H 3.766 1.694 0.622 0.0 0.0 0.0 0.27
H 3.207 5.105 1.302 0.0 0.0 0.0 0.23
H 1.459 1.790 -0.461 0.0 0.1 -0.1 0.47
H 1.734 6.921 1.985 0.0 0.0 0.0 0.22
H 0.337 6.194 2.803 0.0 0.0 0.0 0.25
H 0.113 6.966 1.245 0.0 0.0 0.0 0.25

No. 2
56
Properties=species:S:1:pos:R:3:forces:R:3:nbo_charge:R:1 method="wB97M-V/def2-TZVPD" fmax_ev_per_a=4.63 charge=+2 multiplicity=5 relative_energy_kj_mol=59.6 homo_energy_ha="-0.4503 / -0.5463" orbital_gap_ev="6.02 / 4.44"
Pt 0.000 0.000 0.000 0.0 0.6 -0.6 0.76
C -1.199 -1.936 -1.262 0.4 -0.8 -0.3 -0.19
C -1.877 -1.812 -0.066 -0.1 -0.7 0.7 -0.22
C -2.519 -0.632 0.243 -0.9 -0.2 0.3 -0.19
C -2.488 0.420 -0.653 -0.7 0.6 -0.2 -0.21
C -1.814 0.291 -1.852 -0.1 0.7 -0.6 -0.14
C -1.167 -0.889 -2.159 0.5 0.1 -0.8 -0.24
H -0.699 -2.859 -1.494 0.0 -0.3 -0.2 0.26
H -1.900 -2.643 0.619 0.0 -0.1 0.2 0.26
H -3.030 -0.523 1.187 -0.4 -0.3 -0.7 0.27
H -2.986 1.345 -0.414 -0.2 0.1 0.0 0.26
H -1.801 1.106 -2.556 0.0 0.2 -0.1 0.26
H -0.650 -0.997 -3.098 0.1 0.0 -0.1 0.27
C 3.463 -4.052 -1.380 0.2 0.4 -0.2 -0.64
C 2.654 -4.119 -0.085 0.3 -1.2 -0.8 -0.49
C 1.606 -5.229 -0.181 -0.4 0.1 0.4 -0.64
Sb 1.639 -2.216 0.286 1.8 -0.5 2.0 1.31
C 3.342 -0.918 0.778 0.4 0.6 0.0 -0.52
C 4.511 -1.640 1.449 0.0 -0.4 0.2 -0.64
C 3.817 -0.246 -0.513 -0.2 0.2 -0.3 -0.63
C 0.755 -2.714 2.237 -0.6 0.0 0.3 -0.54
C 0.094 -1.467 2.818 0.2 -1.3 -0.2 -0.65
C 1.721 -3.329 3.246 0.4 -0.4 -0.2 -0.63
H 3.964 -5.025 -1.569 -0.3 0.5 0.1 0.25
H 4.248 -3.276 -1.306 -0.3 -0.4 -0.2 0.21
H 2.801 -3.812 -2.239 0.5 -0.2 0.4 0.21
H 3.339 -4.345 0.758 -0.5 0.6 -0.1 0.25
H 0.899 -5.024 -1.013 0.4 -0.3 0.4 0.20
H 1.032 -5.295 0.765 0.2 -0.2 -0.5 0.21
H 2.098 -6.209 -0.358 -0.3 0.6 0.1 0.25
H 2.964 -0.120 1.453 0.0 -0.6 -0.3 0.22
H 4.920 -2.431 0.790 -0.1 0.4 0.4 0.21
H 4.207 -2.100 2.401 0.2 0.1 -0.3 0.22
H 5.323 -0.915 1.673 -0.5 -0.4 -0.2 0.25
H 4.190 -0.996 -1.239 -0.1 0.5 0.3 0.22
H 4.632 0.477 -0.297 -0.5 -0.4 -0.2 0.24
H 2.975 0.307 -0.981 0.5 -0.1 0.0 0.19
H -0.038 -3.464 2.025 0.4 0.4 -0.1 0.22
H 0.857 -0.686 3.022 -0.6 -0.4 0.1 0.21
H -0.435 -1.714 3.763 0.3 0.1 -0.4 0.23
H -0.648 -1.064 2.096 1.7 -1.5 0.8 0.20
H 2.485 -2.596 3.558 -0.2 -0.4 -0.1 0.21
H 2.205 -4.231 2.822 -0.1 0.5 0.4 0.22
H 1.164 -3.636 4.157 0.3 0.2 -0.5 0.24
Cl -1.803 0.302 2.717 -1.1 4.2 1.6 0.14
C -1.314 1.841 2.024 -1.2 1.0 1.6 -0.09
C -0.541 1.827 0.863 0.2 0.3 -0.5 -0.18
C -0.127 3.020 0.272 0.0 1.6 0.1 -0.04
Cl 0.844 2.932 -1.189 -0.5 0.0 0.8 0.10
C -0.486 4.251 0.846 1.7 0.5 -2.4 -0.07
Cl 0.040 5.759 0.096 -0.6 -1.5 0.8 0.16
C -1.266 4.273 2.019 -0.9 2.0 1.4 0.06
Cl -1.723 5.815 2.747 0.6 -2.2 -1.0 0.24
C -1.682 3.064 2.610 -0.8 -1.7 1.4 -0.07
Cl -2.659 3.078 4.078 0.9 0.1 -1.3 0.13
H 0.924 0.205 1.433 -0.1 -0.3 -1.0 -0.13

No. 3
54
Properties=species:S:1:pos:R:3:forces:R:3:nbo_charge:R:1 method="wB97M-V/def2-TZVPD" fmax_ev_per_a=0.72 charge=0 multiplicity=1 relative_energy_kj_mol=17.2 homo_energy_ha=-0.2983 orbital_gap_ev=8.08 smiles="CCCCN(CC)CCNC(=O)c1ccc2c(Cl)c3c(nc2c1)CCC3"
C -6.870 0.138 2.974 0.1 -0.1 0.2 -0.60
C -5.690 -0.539 3.662 0.0 0.0 -0.3 -0.39
C -4.680 -1.081 2.655 0.2 -0.1 0.4 -0.42
C -3.500 -1.775 3.356 -0.2 0.1 -0.2 -0.19
N -2.445 -2.257 2.493 0.0 0.0 0.0 -0.47
C -2.846 -3.292 1.558 0.2 -0.2 0.0 -0.20
C -1.668 -4.172 1.150 -0.3 0.1 0.0 -0.62
C -1.606 -1.228 1.914 0.4 -0.2 0.2 -0.23
C -0.159 -1.364 2.426 -0.3 -0.1 -0.2 -0.23
N 0.756 -0.510 1.706 0.0 0.3 0.2 -0.61
C 1.313 -0.912 0.536 0.1 0.2 0.1 0.66
O 1.157 -2.029 0.083 -0.1 -0.2 -0.2 -0.62
C 2.155 0.119 -0.145 0.1 0.0 -0.5 -0.13
C 2.898 1.071 0.579 0.1 0.1 -0.1 -0.21
C 3.675 1.988 -0.074 0.0 0.0 0.2 -0.18
C 3.742 2.007 -1.479 -0.2 -0.3 -0.1 -0.18
C 4.521 2.932 -2.221 0.0 -0.1 -0.4 0.13
Cl 5.457 4.144 -1.409 0.0 0.0 0.0 0.00
C 4.520 2.857 -3.581 0.0 0.1 0.4 -0.13
C 3.739 1.847 -4.202 0.0 0.1 0.3 0.26
N 3.014 0.979 -3.569 -0.2 -0.3 -0.6 -0.43
C 3.001 1.038 -2.219 0.3 0.4 0.5 0.23
C 2.223 0.101 -1.518 -0.1 -0.1 0.4 -0.16
C 3.892 1.933 -5.688 0.0 0.0 -0.2 -0.45
C 4.484 3.332 -5.912 0.0 0.0 -0.1 -0.39
C 5.229 3.675 -4.611 0.1 0.1 0.0 -0.43
H -6.529 0.972 2.364 0.0 0.1 -0.1 0.20
H -7.576 0.517 3.709 -0.1 0.1 0.0 0.21
H -7.390 -0.567 2.329 -0.1 0.0 -0.1 0.20
H -5.194 0.178 4.321 0.0 0.0 0.1 0.19
H -6.054 -1.360 4.283 0.0 0.0 0.1 0.19
H -5.177 -1.794 1.994 0.0 0.0 -0.1 0.20
H -4.307 -0.261 2.038 0.0 0.0 -0.1 0.19
H -3.879 -2.631 3.924 0.0 0.1 0.1 0.19
H -3.049 -1.082 4.072 -0.1 0.0 0.1 0.19
H -3.594 -3.913 2.058 -0.1 0.0 0.0 0.19
H -3.310 -2.869 0.650 -0.1 0.0 0.1 0.16
H -1.204 -4.600 2.035 0.1 -0.1 0.1 0.21
H -0.920 -3.608 0.601 0.1 0.0 -0.1 0.23
H -2.021 -4.981 0.515 0.0 -0.1 -0.1 0.21
H -1.588 -1.308 0.820 0.0 0.1 0.0 0.20
H -1.978 -0.229 2.168 0.0 0.0 -0.1 0.18
H -0.112 -1.126 3.490 0.0 -0.1 0.0 0.20
H 0.171 -2.392 2.276 -0.1 0.1 0.1 0.23
H 0.760 0.471 1.937 0.1 -0.1 -0.1 0.39
H 2.883 1.058 1.659 0.0 0.0 0.1 0.22
H 4.253 2.710 0.483 0.0 0.0 0.1 0.22
H 1.676 -0.640 -2.079 0.0 -0.1 -0.1 0.24
H 2.947 1.777 -6.205 0.0 -0.1 0.0 0.23
H 4.583 1.153 -6.016 0.0 0.0 0.0 0.22
H 5.139 3.368 -6.781 0.0 0.1 0.0 0.22
H 3.676 4.048 -6.066 0.0 0.0 0.0 0.21
H 5.208 4.741 -4.381 0.1 0.0 0.0 0.23
H 6.277 3.366 -4.663 0.0 0.1 0.0 0.22

No. 4
55
Properties=species:S:1:pos:R:3:forces:R:3:nbo_charge:R:1 method="wB97M-V/def2-TZVPD" fmax_ev_per_a=4.12 charge=-1 multiplicity=5 relative_energy_kj_mol=0.0 homo_energy_ha="-0.0865 / -0.1520" orbital_gap_ev="4.33 / 6.11"
O -2.146 7.591 -0.874 -0.6 1.0 -0.9 -0.54
C -2.971 7.956 -2.035 -0.1 -0.4 -0.1 -0.06
C -2.682 9.461 -1.913 0.3 -0.8 0.5 -0.46
H -4.031 7.695 -1.873 0.5 -0.1 -0.1 0.18
H -2.584 7.506 -2.965 -0.2 -0.1 0.4 0.18
C -1.850 9.003 -0.678 0.1 1.0 0.0 0.27
H -3.557 10.073 -1.663 0.3 -0.1 -0.2 0.21
H -2.077 9.876 -2.729 -0.3 0.0 0.2 0.21
C -2.403 9.558 0.620 0.1 -0.1 0.2 -0.63
H -3.483 9.394 0.696 0.2 -0.1 0.0 0.21
H -2.213 10.640 0.656 -0.1 -0.2 0.0 0.21
H -1.902 9.099 1.479 -0.1 0.0 -0.1 0.22
C -0.371 9.304 -0.808 0.1 -0.1 0.1 -0.63
H 0.022 8.947 -1.766 0.0 0.0 0.2 0.21
H 0.183 8.835 0.014 0.0 0.0 -0.2 0.22
H -0.215 10.390 -0.747 0.0 -0.2 0.0 0.21
Cr 0.222 -0.408 0.125 -0.2 1.1 -0.3 0.87
C 2.068 -1.021 -0.791 -0.2 0.2 -1.3 -0.37
C 1.058 -1.511 -1.689 1.1 1.3 -1.1 -0.29
C 0.408 -0.372 -2.290 1.0 -0.8 0.1 -0.34
H 0.914 -2.541 -1.978 -0.3 0.0 0.4 0.23
C 1.097 0.799 -1.866 0.9 -0.4 0.2 -0.30
C 2.075 0.425 -0.905 0.3 0.0 -1.3 -0.33
H 2.770 1.116 -0.422 -0.3 -0.4 -0.1 0.22
H 2.773 -1.632 -0.225 -0.4 0.2 -0.1 0.24
H -0.428 -0.393 -2.992 0.3 -0.1 0.3 0.22
H 1.003 1.783 -2.333 -0.3 -0.2 0.6 0.21
C 0.438 -1.246 2.130 -0.3 1.1 1.0 -0.37
C 1.351 -0.124 2.005 -1.2 0.1 0.8 -0.30
C 0.560 1.071 1.943 -0.1 -0.5 1.2 -0.38
H 2.441 -0.165 2.048 -0.5 -0.1 -0.2 0.22
C -0.820 0.707 2.048 0.8 -0.8 0.3 -0.27
C -0.901 -0.713 2.155 0.8 0.6 1.4 -0.31
H -1.819 -1.268 2.313 0.3 0.0 -0.3 0.23
H 0.719 -2.280 2.295 0.0 0.1 -0.3 0.24
H 0.938 2.088 1.956 0.0 -0.2 -0.2 0.21
H -1.659 1.399 2.134 0.3 -0.3 -0.3 0.21
O -1.045 1.991 -0.477 -0.5 0.8 -0.3 -0.55
C -0.439 3.277 -0.223 -0.2 -0.5 0.4 -0.06
C -1.033 4.246 -1.234 0.2 -0.2 -0.4 -0.43
H 0.656 3.170 -0.288 -0.4 0.0 -0.1 0.20
H -0.696 3.570 0.806 0.1 0.0 -0.1 0.17
C -2.406 3.624 -1.520 0.0 0.2 0.5 -0.43
H -0.421 4.211 -2.143 -0.1 0.1 0.0 0.19
H -1.082 5.277 -0.873 0.0 -0.2 -0.1 0.23
C -2.127 2.133 -1.421 0.6 -0.2 0.0 -0.06
H -2.833 3.922 -2.479 0.0 0.0 0.0 0.21
H -3.092 3.914 -0.718 -0.1 0.1 -0.1 0.20
H -1.787 1.733 -2.391 -0.1 0.0 0.2 0.17
H -2.972 1.532 -1.058 0.2 0.2 -0.1 0.19
N -1.248 -1.834 -0.285 -1.0 -3.6 0.2 -0.64
C -1.084 -2.989 -0.024 -0.9 3.9 -1.0 0.58
N -1.034 -4.227 0.220 0.5 -2.0 0.5 -0.71
C 0.048 -4.841 0.671 1.2 -0.6 0.5 0.45
N 0.975 -5.448 1.075 -1.6 0.9 -0.7 -0.53